ORCA calculation (ωB97M-V/def2-TZVPD) on a 2-piece molecular cluster, C7H7N2O2PS overall in a non-equilibrium geometry.

```
20
Properties=species:S:1:pos:R:3:forces:R:3
C 4.05421 0.84497 0.55082 1.136 -0.910 0.028
C 2.80415 1.14457 -0.01823 -2.380 -1.524 -0.184
C 4.33332 -0.50632 0.53965 -1.416 -0.474 0.051
C 2.08133 -0.03891 -0.23595 0.227 -0.467 0.745
C 0.64976 -0.24814 -0.33926 -0.460 0.142 -1.906
C -1.43502 -0.04565 -0.59378 -0.011 0.686 -0.353
C -3.81839 0.90861 -0.58723 1.177 -3.405 -0.552
N -0.26407 0.67981 -0.48531 0.757 -0.703 0.873
N -1.19935 -1.31870 -0.61089 -1.791 -1.076 -0.311
O 0.17513 -1.55969 -0.49225 0.227 3.274 0.752
O -3.80297 -1.74434 0.36134 1.169 0.354 -1.031
P -4.33262 -0.29396 0.63767 -2.003 2.009 0.278
S 2.95184 -1.48830 0.11080 1.394 1.455 -0.053
H 4.78139 1.44855 1.08446 -0.223 0.626 -0.714
H 2.19669 2.02232 -0.26758 0.979 0.210 0.622
H 5.22781 -1.02378 0.81643 0.341 0.114 0.268
H -3.72951 0.58501 -1.65015 -0.451 0.575 0.972
H -4.20326 1.88921 -0.34720 0.824 0.593 -0.013
H -2.94679 -1.52463 -0.10729 0.382 -1.504 0.202
H -3.52364 0.26938 1.63396 0.120 0.024 0.325
```
Forces are in eV/Å.

- multiplicity = 1
- total energy (eV) = -34565.6316
- HOMO (alpha / beta) (eV) = -8.683 / -8.553
- relative energy (zero: lowest compared OMol25 entry of this formula, charge and spin) (kJ/mol) = 108.1

=====

ORCA calculation (ωB97M-V/def2-TZVPD) on C12H18BKO7S as an isolated structure in a non-equilibrium geometry.

```
40
Properties=species:S:1:pos:R:3:forces:R:3
K 13.65134 9.23970 2.48177 0.385 -0.210 0.173
B 16.09301 7.97602 3.79724 0.121 0.036 -0.087
H 16.61745 8.91876 3.81795 2.058 4.112 0.312
H 16.01489 7.73115 2.74930 -0.622 -1.161 -4.221
H 16.70948 7.24121 4.29146 2.206 -2.923 2.002
H 15.12595 8.07904 4.26460 -4.092 0.329 2.013
C 12.10751 5.61223 -1.18671 0.878 -0.505 0.383
C 11.10222 6.25400 -0.56467 -3.349 -0.666 -1.850
C 11.31374 6.76729 0.84357 -2.199 3.251 2.704
O 10.52074 7.62584 1.39213 0.290 -1.020 -1.932
C 12.37578 6.42348 1.60690 2.992 -2.410 -0.966
C 13.44811 5.52205 1.08540 0.173 1.557 0.376
C 13.33477 5.20987 -0.46764 -1.292 0.494 0.666
O 14.21577 4.62972 -1.03041 1.074 -0.633 -0.595
O 14.47437 5.21351 1.67519 -1.254 -0.111 -0.558
O 9.90949 6.31022 -1.15939 2.547 0.391 1.730
H 11.90573 5.16697 -2.14974 0.227 0.012 -0.150
H 12.53115 6.94447 2.54008 -0.211 -0.546 0.206
C 12.97161 14.06513 4.08632 -0.426 -0.655 -0.234
S 11.74741 12.84891 3.42698 0.581 -1.348 0.749
O 12.64567 11.67091 3.00125 -1.340 1.771 0.691
C 10.90774 12.24672 5.03058 -0.036 0.217 -1.447
H 12.62304 14.75359 4.85614 -0.231 -0.417 0.157
H 13.32174 14.68182 3.25855 0.090 -0.369 -0.125
H 13.71176 13.33464 4.41292 0.390 0.531 0.243
H 11.64405 11.83795 5.72259 -0.105 0.091 -0.123
H 10.22729 11.49667 4.62746 0.477 -0.536 -0.011
H 10.17941 12.93141 5.46513 0.620 0.647 0.089
O 14.23402 9.09898 -0.00320 0.713 0.496 -3.888
C 14.38361 9.20115 -1.23432 -1.864 -1.060 2.275
O 14.77745 10.35339 -1.81749 0.562 0.431 1.240
C 14.80906 10.31823 -3.21923 -0.540 -0.289 -1.308
C 14.12444 9.04727 -3.59765 -0.935 -2.222 -0.525
C 14.12342 8.12908 -2.34941 0.712 1.954 0.379
H 15.79843 10.34049 -3.67612 0.339 0.285 0.681
H 14.20725 11.12822 -3.63134 0.340 0.417 0.322
H 14.47800 8.52677 -4.48768 0.634 0.195 0.061
H 13.07972 9.19986 -3.86852 -0.156 0.350 0.303
H 14.99864 7.50288 -2.17630 -0.072 -0.492 -0.638
H 13.19007 7.56609 -2.35204 0.315 0.009 0.901
```
Forces are in eV/Å.

- <S²> = 0.761
- total charge = -1
- multiplicity = 2
- total energy (eV) = -54900.3432
- HOMO (alpha / beta) (eV) = -4.856 / -4.415

=====

ORCA calculation (ωB97M-V/def2-TZVPD) on CN2O3S as an isolated structure in a non-equilibrium geometry.

```
7
Properties=species:S:1:pos:R:3:forces:R:3
C 0.06120 -0.43804 0.02643 1.631 -1.101 1.118
N 1.10484 0.02364 0.57082 0.591 0.099 -0.206
N -1.21610 0.25688 -0.50243 2.483 -3.663 -0.590
O 2.23055 0.30985 0.85744 -1.808 0.209 -0.387
O -1.42579 1.36248 -0.22989 -0.871 3.170 0.800
O -1.76203 -0.52613 -1.22273 -1.215 0.212 -0.418
S 0.45547 -2.12703 0.15207 -0.812 1.074 -0.318
```
Forces are in eV/Å.

- multiplicity = 1
- total energy (eV) = -20986.7258
- HOMO (alpha / beta) (eV) = -9.333 / -9.343
- relative energy (zero: lowest compared OMol25 entry of this formula, charge and spin) (kJ/mol) = 362.6

=====

ORCA calculation (ωB97M-V/def2-TZVPD) on one molecule with the formula C3H4N2S3 in a non-equilibrium geometry.

```
12
Properties=species:S:1:pos:R:3:forces:R:3
C 3.27535 -0.69263 -0.09098 -1.166 -0.015 0.604
C 0.06091 1.27179 -0.04141 -0.444 0.856 0.527
C -3.29620 -0.62593 0.05105 0.390 1.836 0.032
H 3.06967 -1.81187 -0.09406 0.128 1.348 -0.209
H 4.31998 -0.38223 -0.12426 -0.166 -0.002 0.020
H -3.56337 -1.63852 0.32663 -0.167 -0.051 -0.301
H -4.06160 0.18581 -0.14614 0.385 -1.260 0.247
N 2.38919 0.23663 0.04675 0.489 -2.105 -0.544
N -2.06064 -0.30273 0.07499 -0.552 0.100 0.008
S 0.73445 -0.33254 0.03346 1.159 0.702 0.001
S 0.81184 2.72349 0.07897 -0.210 -0.528 -0.289
S -1.67956 1.36873 -0.11499 0.156 -0.882 -0.097
```
Forces are in eV/Å.

- multiplicity = 1
- total energy (eV) = -38659.1464
- HOMO (eV) = -8.477
- relative energy (zero: lowest compared OMol25 entry of this formula, charge and spin) (kJ/mol) = 200.4

=====

ORCA calculation (ωB97M-V/def2-TZVPD) on C53H47BrIIrN2OP2SSi as an isolated structure.

```
110
Properties=species:S:1:pos:R:3:forces:R:3
Ir 1.06381 -0.65130 0.17299 -0.266 0.147 0.266
C -3.84596 -2.21303 3.74996 -0.060 0.085 -0.106
Si -2.33611 -3.19272 4.21086 -0.155 -0.006 -0.078
C -2.28331 -3.51873 6.03023 0.078 0.040 0.165
C -2.18967 -4.78296 3.26426 0.137 -0.107 -0.084
C -0.84774 -2.01759 3.83163 0.157 0.064 0.089
C -0.20508 -1.37794 4.90689 0.029 -0.019 0.001
C 0.87117 -0.53147 4.71337 -0.035 -0.033 0.059
C 1.32514 -0.29202 3.41525 -0.054 -0.027 -0.071
N 0.72495 -0.84711 2.37825 0.199 0.072 0.004
C -0.32781 -1.69691 2.56642 -0.037 -0.043 -0.025
S -0.86573 -2.32957 1.07451 -0.211 0.030 0.075
H -4.74332 -2.81678 3.91445 0.041 0.057 -0.019
H -3.83280 -1.90134 2.70106 -0.029 -0.029 0.039
H -3.92916 -1.31742 4.37073 -0.033 -0.022 -0.038
H -3.06450 -4.24455 6.27347 0.041 0.036 0.017
H -2.48439 -2.62001 6.61999 -0.006 -0.086 0.011
H -1.32937 -3.94523 6.35441 -0.082 0.003 0.005
H -3.09874 -5.36877 3.43709 0.079 0.033 0.006
H -1.34479 -5.37634 3.62781 -0.064 0.021 -0.053
H -2.08234 -4.65121 2.18634 -0.042 -0.025 0.031
H -0.54769 -1.56693 5.91788 0.028 0.013 -0.051
H 1.37315 -0.06104 5.54859 -0.012 -0.008 -0.022
H 2.17548 0.34442 3.21571 0.004 0.039 -0.012
I 3.99456 -0.71129 0.23624 -0.022 -0.045 -0.045
C 5.15603 0.99809 -0.06472 -0.202 -0.083 0.063
C 6.46833 0.67066 -0.24839 0.199 0.105 -0.026
C 7.42694 1.68811 -0.40219 0.050 -0.160 -0.015
C 7.01807 2.98115 -0.34054 -0.047 0.130 0.013
C 5.65402 3.32346 -0.15241 0.003 -0.017 -0.029
C 5.31523 4.69169 -0.08519 0.129 0.027 -0.016
C 4.02431 5.08274 0.07797 -0.135 0.074 0.012
C 3.02125 4.10706 0.14112 0.047 0.075 -0.011
C 3.28187 2.75340 0.08706 -0.039 -0.262 0.167
P 1.65958 1.84419 0.08257 0.099 0.174 -0.112
C 0.88929 2.60778 -1.36187 -0.009 -0.131 -0.026
C 0.02539 3.69519 -1.27587 0.059 0.109 -0.015
C -0.38973 4.33595 -2.43574 -0.028 0.020 0.020
C 0.04276 3.88525 -3.67564 0.004 -0.006 0.008
C 0.90501 2.79919 -3.76172 0.058 0.066 0.033
C 1.33238 2.16444 -2.60672 0.081 0.152 -0.003
C 0.81338 2.41266 1.58085 -0.068 -0.019 -0.011
C -0.57046 2.22503 1.69101 0.041 -0.034 0.037
C -1.23164 2.60226 2.85153 0.017 -0.009 -0.039
C -0.52041 3.15066 3.91208 0.063 0.019 0.013
C 0.85587 3.32620 3.81156 -0.044 -0.029 -0.023
C 1.52429 2.96070 2.65056 -0.038 -0.016 0.064
C 4.64159 2.31815 -0.03165 0.080 0.039 -0.039
H 6.78603 -0.36462 -0.26316 0.000 0.042 -0.017
H 8.46636 1.43013 -0.55480 -0.038 0.009 0.016
H 7.73604 3.78627 -0.43733 -0.031 -0.007 0.009
H 6.10934 5.42453 -0.16618 -0.023 -0.031 -0.002
H 3.76005 6.13008 0.13775 -0.005 -0.033 0.001
H 2.00121 4.45410 0.23340 -0.008 0.015 -0.014
H -0.30754 4.05884 -0.30986 0.000 0.000 -0.025
H -1.04679 5.19495 -2.37053 0.016 -0.046 0.002
H -0.28358 4.38895 -4.57702 0.018 -0.008 0.031
H 1.25146 2.45622 -4.72763 0.004 0.022 0.036
H 2.03201 1.33577 -2.67594 -0.024 0.107 0.014
H -1.12573 1.78311 0.87220 0.017 0.043 0.047
H -2.30629 2.48093 2.92204 0.052 -0.004 -0.005
H -1.03868 3.45659 4.81246 0.016 -0.014 -0.026
H 1.40880 3.76724 4.63101 -0.012 -0.003 -0.010
H 2.59311 3.12114 2.57845 -0.037 -0.007 0.006
Br 2.52274 -5.98820 2.12007 0.023 -0.039 0.034
C 2.36087 -4.89037 0.61637 0.013 -0.047 0.055
C 2.59620 -5.36722 -0.66458 0.014 -0.017 -0.100
C 2.45725 -4.49218 -1.73075 0.035 -0.094 -0.033
C 2.07879 -3.18596 -1.49361 -0.148 0.048 0.132
N 1.83966 -2.73417 -0.25254 0.002 -0.072 -0.005
C 1.99627 -3.56995 0.79042 0.075 0.126 -0.234
H 2.89097 -6.39667 -0.82294 -0.014 0.016 0.007
H 2.64443 -4.81993 -2.74486 -0.013 0.009 0.037
H 1.96080 -2.48227 -2.30629 0.033 -0.043 0.030
H 1.85459 -3.17340 1.78610 -0.064 0.043 -0.013
O -0.87581 0.10942 -0.60811 0.049 -0.162 -0.321
P -1.87584 -0.18010 -1.76338 0.150 -0.122 -0.004
C -1.02907 -0.01889 -3.32650 0.053 -0.114 -0.087
C 0.27717 -0.49493 -3.44537 -0.203 -0.067 -0.259
C 0.91587 -0.48725 -4.67459 -0.021 -0.073 0.038
C 0.24979 0.00789 -5.79162 -0.016 -0.023 -0.011
C -1.04651 0.49103 -5.67851 0.010 0.004 0.006
C -1.69194 0.47199 -4.44803 0.020 0.026 0.026
C -3.26406 0.92962 -1.69125 -0.092 0.124 0.113
C -3.03289 2.25582 -1.32267 -0.044 -0.047 0.056
C -4.08449 3.15345 -1.26026 -0.020 0.019 -0.035
C -5.37239 2.73455 -1.57516 0.017 0.042 0.006
C -5.60638 1.42285 -1.96380 0.032 -0.032 -0.028
C -4.55838 0.51545 -2.02265 0.057 0.101 -0.093
C -2.55579 -1.83864 -1.70872 -0.035 -0.091 0.204
C -3.47215 -2.14472 -0.68950 0.024 0.058 -0.086
C -4.03271 -3.40825 -0.60882 0.020 0.031 0.031
C -3.68067 -4.37922 -1.54098 -0.005 -0.037 -0.011
C -2.78160 -4.08310 -2.55606 0.029 0.012 -0.022
C -2.22255 -2.81302 -2.64901 0.062 -0.041 0.101
H 0.79092 -0.87318 -2.56755 0.010 0.034 0.035
H 1.92856 -0.86175 -4.77400 -0.031 0.024 0.013
H 0.74647 0.01685 -6.75381 -0.016 -0.007 0.021
H -1.55752 0.87958 -6.55017 0.006 -0.020 0.029
H -2.70762 0.84078 -4.36040 0.034 0.003 -0.024
H -2.02721 2.57809 -1.09524 -0.063 -0.012 0.031
H -3.90376 4.18224 -0.97448 -0.010 -0.029 0.003
H -6.19560 3.43635 -1.52548 0.029 -0.024 -0.005
H -6.60663 1.10511 -2.22700 0.020 -0.001 0.013
H -4.75160 -0.49758 -2.34680 -0.004 -0.036 0.034
H -3.77556 -1.36978 0.00766 0.018 -0.063 0.033
H -4.75679 -3.63319 0.16539 0.040 0.014 -0.038
H -4.12627 -5.36536 -1.48737 0.021 0.048 -0.002
H -2.52805 -4.83684 -3.29107 -0.018 0.032 0.021
H -1.54044 -2.58542 -3.45899 -0.027 0.004 0.006
```
Forces are in eV/Å.

- <S²> = 8.788
- total charge = +3
- multiplicity = 6
- total energy (eV) = -179000.5163
- HOMO (alpha / beta) (eV) = -15.119 / -15.219